{
  "formula": "H12O6",
  "method": "ωB97M-V/def2-TZVPD",
  "largest_force_ev_per_a": 4.4,
  "lumo_ev": 0.14,
  "e_above_lowest_kj_mol": 172.4,
  "gap_ev": 11.193,
  "energy_ha": -458.6068,
  "smiles": "O.O.O.O.O.O",
  "elements": ["O", "H", "H", "O", "H", "H", "O", "H", "H", "O", "H", "H", "O", "H", "H", "O", "H", "H"],
  "coordinates": [[1.508, 2.289, 2.370], [0.886, 2.395, 1.722], [2.379, 2.190, 1.953], [0.953, -2.499, -0.206], [0.971, -1.539, -0.078], [0.210, -2.883, 0.275], [-3.010, -0.225, -2.640], [-3.829, -0.495, -2.139], [-2.270, -0.322, -2.082], [-0.052, 1.500, 0.289], [-0.862, 1.938, 0.387], [-0.232, 0.736, -0.195], [-1.272, -0.861, -0.658], [-1.664, -0.946, 0.194], [-0.575, -1.537, -0.890], [2.261, -0.083, 0.290], [1.773, 0.702, 0.426], [2.817, -0.360, 0.982]]
}

---

{
  "formula": "C10H10N4",
  "method": "ωB97M-V/def2-TZVPD",
  "largest_force_ev_per_a": 4.2,
  "lumo_ev": 0.48,
  "e_above_lowest_kj_mol": 441.7,
  "gap_ev": 7.955,
  "energy_ha": -605.9424,
  "smiles": "NN1CC=Cc2c3ccccc3nn21",
  "elements": ["C", "C", "C", "C", "C", "C", "C", "C", "C", "C", "N", "N", "N", "N", "H", "H", "H", "H", "H", "H", "H", "H", "H", "H"],
  "coordinates": [[2.700, 1.490, -1.876], [2.761, 2.328, -0.713], [1.737, 0.473, -1.904], [1.918, 2.202, 0.333], [0.916, 0.286, -0.822], [0.949, 1.220, 0.277], [-0.163, -0.564, -0.555], [-0.518, -1.875, -0.930], [-1.639, -2.393, -0.405], [-2.481, -1.622, 0.567], [-0.003, 0.950, 1.155], [-0.634, -0.061, 0.638], [-1.589, -0.690, 1.398], [-2.145, 0.162, 2.377], [3.625, 1.554, -2.431], [3.553, 3.101, -0.632], [1.678, -0.129, -2.826], [1.887, 2.752, 1.273], [0.148, -2.488, -1.632], [-1.930, -3.434, -0.389], [-3.133, -1.056, 0.014], [-2.827, -2.284, 1.326], [-1.661, -0.113, 3.189], [-3.150, 0.191, 2.568]]
}

---

{
  "formula": "C29H37Br4F3N2O6SSi2TeY",
  "method": "ωB97M-V/def2-TZVPD",
  "largest_force_ev_per_a": 0.5,
  "lumo_ev": 2.20,
  "e_above_lowest_kj_mol": 50.2,
  "gap_ev": 7.138,
  "energy_ha": -13567.8059,
  "charge": -1,
  "elements": ["Y", "O", "N", "C", "C", "C", "C", "C", "S", "H", "H", "H", "H", "Br", "C", "C", "Br", "C", "Br", "C", "O", "C", "O", "C", "Br", "C", "C", "C", "O", "C", "O", "O", "H", "H", "H", "H", "H", "H", "H", "F", "C", "F", "F", "C", "C", "C", "N", "C", "C", "H", "H", "H", "H", "C", "Si", "C", "C", "C", "Te", "C", "Si", "C", "C", "C", "H", "H", "H", "H", "H", "H", "H", "H", "H", "H", "H", "H", "H", "H", "H", "H", "H", "H", "H", "H", "H", "H"],
  "coordinates": [[-0.220, -0.074, 1.013], [0.833, -2.041, 0.282], [1.165, -2.870, 1.258], [0.836, -4.167, 1.106], [1.190, -5.105, 2.035], [1.898, -4.688, 3.163], [2.201, -3.358, 3.316], [1.820, -2.400, 2.360], [2.132, -0.718, 2.530], [0.270, -4.374, 0.212], [0.900, -6.134, 1.889], [2.193, -5.402, 3.921], [2.727, -2.994, 4.185], [-6.467, -2.200, -1.837], [-4.943, -2.109, -0.720], [-4.578, -3.180, 0.075], [-5.595, -4.775, 0.068], [-3.443, -3.086, 0.895], [-2.871, -4.518, 1.993], [-2.666, -1.932, 0.942], [-1.598, -1.787, 1.675], [-3.051, -0.826, 0.113], [-2.266, 0.240, 0.155], [-4.168, -0.938, -0.695], [-4.565, 0.558, -1.781], [-1.509, 4.888, 1.354], [-1.793, 3.655, 0.504], [-2.499, 4.020, -0.794], [-2.621, 2.818, 1.297], [-0.431, 2.982, 0.204], [0.167, 3.244, -0.836], [0.009, 2.184, 1.117], [-2.451, 5.376, 1.610], [-0.876, 5.588, 0.808], [-1.007, 4.591, 2.275], [-3.446, 4.507, -0.559], [-2.705, 3.118, -1.372], [-1.881, 4.680, -1.400], [-2.709, 1.957, 0.849], [-3.330, 4.207, 5.868], [-3.156, 2.935, 6.266], [-2.445, 2.985, 7.411], [-4.366, 2.448, 6.576], [-2.453, 2.118, 5.216], [-1.140, 2.425, 4.890], [-0.526, 1.690, 3.897], [-1.137, 0.692, 3.254], [-2.388, 0.393, 3.587], [-3.092, 1.086, 4.562], [-0.610, 3.226, 5.387], [0.486, 1.914, 3.588], [-2.838, -0.430, 3.050], [-4.114, 0.820, 4.788], [4.920, 0.471, -3.641], [4.829, -0.765, -2.240], [5.844, -0.165, -0.793], [5.525, -2.402, -2.837], [3.058, -1.007, -1.698], [2.131, 0.836, -1.085], [1.378, 1.322, -3.030], [0.204, 0.096, -3.838], [1.135, -0.946, -5.095], [-1.086, 1.097, -4.753], [-0.650, -1.012, -2.608], [5.945, 0.595, -3.996], [4.559, 1.446, -3.308], [4.308, 0.152, -4.488], [6.883, 0.002, -1.084], [5.834, -0.894, 0.019], [5.445, 0.774, -0.406], [6.569, -2.308, -3.142], [4.957, -2.780, -3.690], [5.473, -3.149, -2.043], [2.978, -1.666, -0.834], [2.435, -1.440, -2.482], [2.228, 1.544, -3.676], [0.846, 2.252, -2.831], [1.722, -0.316, -5.767], [0.436, -1.522, -5.704], [1.818, -1.653, -4.620], [-0.625, 1.758, -5.489], [-1.645, 1.715, -4.047], [-1.798, 0.451, -5.270], [0.062, -1.580, -2.002], [-1.301, -1.724, -3.123], [-1.289, -0.421, -1.946]]
}

---

{
  "formula": "C2H3FS2",
  "method": "ωB97M-V/def2-TZVPD",
  "largest_force_ev_per_a": 4.1,
  "lumo_ev": [-1.60, -1.60],
  "e_above_lowest_kj_mol": 254.9,
  "gap_ev": [6.358, 6.357],
  "energy_ha": -974.1221,
  "elements": ["C", "C", "F", "S", "S", "H", "H", "H"],
  "coordinates": [[-0.389, 0.257, 0.206], [2.144, -0.732, 0.100], [3.462, -0.890, -0.011], [1.498, 0.799, 0.040], [-0.856, -1.322, 0.058], [-0.351, 0.618, 1.221], [-0.759, 0.797, -0.547], [1.394, -1.484, -0.154]]
}

---

{
  "formula": "C27H54O11P2S",
  "method": "ωB97M-V/def2-TZVPD",
  "largest_force_ev_per_a": 7.8,
  "lumo_ev": -0.60,
  "gap_ev": 9.343,
  "energy_ha": -2969.7214,
  "smiles": "CCCCCCCCCCCC1=C(S)C(=O)OC1=O.CCOP(=O)(OCC)OCC.CCOP(=O)(OCC)OCC",
  "elements": ["C", "C", "C", "C", "C", "C", "C", "C", "C", "C", "C", "C", "C", "S", "C", "O", "O", "C", "O", "H", "H", "H", "H", "H", "H", "H", "H", "H", "H", "H", "H", "H", "H", "H", "H", "H", "H", "H", "H", "H", "H", "H", "H", "O", "P", "O", "C", "C", "O", "C", "C", "O", "C", "C", "H", "H", "H", "H", "H", "H", "H", "H", "H", "H", "H", "H", "H", "H", "H", "O", "P", "O", "C", "C", "O", "C", "C", "O", "C", "C", "H", "H", "H", "H", "H", "H", "H", "H", "H", "H", "H", "H", "H", "H", "H"],
  "coordinates": [[-1.975, -4.531, -0.234], [-1.312, -5.096, -1.532], [-0.963, -3.884, -2.485], [0.559, -3.518, -2.478], [0.860, -2.499, -1.345], [2.206, -1.710, -1.559], [2.586, -1.083, -0.184], [3.473, 0.215, -0.309], [2.719, 1.481, 0.260], [1.919, 2.111, -0.911], [1.508, 3.607, -0.651], [1.064, 4.157, -2.001], [1.612, 5.104, -2.767], [3.080, 6.030, -2.356], [0.725, 5.155, -4.008], [0.728, 5.902, -4.883], [-0.167, 4.070, -3.990], [-0.171, 3.575, -2.703], [-0.947, 2.874, -2.202], [-1.387, -3.658, 0.111], [-2.972, -4.125, -0.501], [-2.059, -5.273, 0.578], [-0.368, -5.595, -1.245], [-1.978, -5.800, -2.057], [-1.512, -3.015, -2.062], [-1.372, -4.036, -3.500], [1.136, -4.459, -2.373], [0.854, -3.096, -3.462], [0.032, -1.771, -1.264], [0.951, -3.042, -0.384], [2.005, -0.966, -2.352], [2.943, -2.452, -1.915], [1.671, -0.911, 0.413], [3.239, -1.826, 0.322], [4.474, 0.097, 0.136], [3.628, 0.359, -1.399], [3.448, 2.170, 0.726], [2.045, 1.102, 1.055], [2.569, 2.144, -1.809], [1.013, 1.509, -1.099], [2.349, 4.195, -0.238], [0.684, 3.686, 0.085], [2.647, 7.182, -1.760], [4.947, -1.314, 3.323], [5.172, -1.669, 4.767], [5.273, -3.302, 4.691], [6.416, -3.896, 4.080], [7.566, -4.000, 5.066], [3.603, -1.533, 5.276], [2.773, -0.495, 4.754], [1.725, -1.090, 3.840], [5.659, -1.693, 6.359], [5.305, -0.596, 7.217], [4.387, -1.113, 8.302], [6.713, -3.329, 3.193], [6.121, -4.893, 3.752], [7.930, -3.008, 5.344], [8.395, -4.563, 4.635], [7.241, -4.492, 5.983], [3.363, 0.263, 4.235], [2.288, -0.004, 5.603], [2.188, -1.636, 3.016], [1.082, -0.311, 3.426], [1.104, -1.804, 4.384], [4.840, 0.217, 6.656], [6.225, -0.210, 7.661], [3.468, -1.517, 7.877], [4.128, -0.319, 9.004], [4.865, -1.927, 8.850], [-5.454, 3.088, -1.377], [-5.696, 2.251, -2.601], [-5.341, 3.307, -3.799], [-3.981, 3.694, -3.995], [-3.245, 2.678, -4.847], [-7.348, 2.373, -2.632], [-8.087, 2.362, -1.410], [-8.658, 3.739, -1.144], [-5.796, 1.004, -3.702], [-6.581, -0.155, -3.378], [-7.735, -0.239, -4.352], [-3.480, 3.829, -3.032], [-3.993, 4.660, -4.501], [-3.152, 1.725, -4.320], [-2.245, 3.034, -5.096], [-3.793, 2.483, -5.771], [-7.471, 2.024, -0.576], [-8.902, 1.641, -1.528], [-7.866, 4.485, -1.082], [-9.226, 3.751, -0.211], [-9.318, 4.040, -1.960], [-6.933, -0.124, -2.345], [-5.939, -1.032, -3.485], [-8.380, 0.635, -4.270], [-8.334, -1.133, -4.169], [-7.367, -0.265, -5.379]]
}

---

{
  "formula": "C16H46B3NO9S5Si",
  "method": "ωB97M-V/def2-TZVPD",
  "largest_force_ev_per_a": 2.7,
  "lumo_ev": 0.30,
  "gap_ev": 8.699,
  "energy_ha": -3724.1124,
  "elements": ["C", "Si", "C", "C", "B", "O", "B", "N", "O", "B", "C", "C", "C", "O", "O", "H", "H", "H", "H", "H", "H", "H", "H", "H", "H", "H", "H", "H", "H", "H", "H", "C", "S", "O", "C", "H", "H", "H", "H", "H", "H", "C", "S", "O", "C", "H", "H", "H", "H", "H", "H", "C", "S", "O", "C", "H", "H", "H", "H", "H", "H", "C", "S", "O", "C", "H", "H", "H", "H", "H", "H", "C", "S", "O", "C", "H", "H", "H", "H", "H", "H"],
  "coordinates": [[5.798, 2.713, 0.921], [4.346, 3.231, -0.167], [4.942, 4.715, -1.163], [3.947, 1.768, -1.290], [2.762, 3.853, 0.916], [2.616, 5.217, 1.125], [1.276, 5.532, 0.839], [0.867, 6.343, -0.276], [0.347, 4.888, 1.663], [0.513, 3.525, 1.528], [-0.781, 2.628, 1.497], [-1.445, 2.885, 0.148], [-2.965, 3.424, 0.235], [-2.354, 2.032, -0.253], [1.785, 2.983, 1.413], [6.570, 2.347, 0.241], [6.243, 3.556, 1.443], [5.547, 1.905, 1.603], [4.171, 5.104, -1.827], [5.249, 5.497, -0.472], [5.802, 4.448, -1.776], [4.123, 0.827, -0.776], [2.913, 1.778, -1.631], [4.567, 1.847, -2.181], [1.349, 7.230, -0.302], [1.017, 5.860, -1.166], [-1.503, 2.950, 2.233], [-0.574, 1.561, 1.525], [-0.843, 3.337, -0.641], [-2.657, 4.212, -0.525], [-3.893, 3.238, -0.307], [2.078, 6.999, -5.356], [0.765, 7.020, -4.133], [1.124, 6.006, -3.104], [-0.490, 6.276, -5.177], [2.978, 7.389, -4.886], [2.249, 5.977, -5.691], [1.797, 7.636, -6.194], [-0.146, 5.303, -5.526], [-0.693, 6.935, -6.021], [-1.393, 6.157, -4.582], [-2.915, -1.070, -0.606], [-3.692, -2.197, 0.555], [-2.770, -3.352, 0.724], [-5.004, -2.738, -0.544], [-2.035, -0.648, -0.128], [-2.622, -1.615, -1.505], [-3.607, -0.268, -0.854], [-4.571, -3.171, -1.446], [-5.638, -1.888, -0.795], [-5.589, -3.491, -0.021], [1.222, -0.313, 3.041], [2.918, 0.167, 3.390], [3.765, -1.034, 3.178], [2.694, 0.349, 5.165], [1.147, -0.519, 1.975], [0.971, -1.209, 3.609], [0.554, 0.506, 3.305], [2.342, -0.592, 5.588], [1.976, 1.146, 5.359], [3.657, 0.610, 5.597], [0.943, -6.715, 1.227], [-0.805, -6.718, 0.814], [-1.047, -7.915, -0.043], [-0.757, -5.297, -0.271], [1.136, -7.566, 1.878], [1.536, -6.806, 0.317], [1.187, -5.791, 1.751], [-0.055, -5.484, -1.087], [-0.465, -4.416, 0.296], [-1.757, -5.151, -0.666], [-6.099, -9.802, 1.609], [-4.724, -8.650, 1.468], [-5.298, -7.348, 1.038], [-3.985, -9.409, 0.022], [-6.722, -9.482, 2.442], [-6.682, -9.790, 0.687], [-5.714, -10.803, 1.804], [-4.713, -9.426, -0.790], [-3.665, -10.421, 0.271], [-3.118, -8.813, -0.260]]
}

---

{
  "formula": "C8H16NP",
  "method": "ωB97M-V/def2-TZVPD",
  "largest_force_ev_per_a": 4.1,
  "lumo_ev": 0.63,
  "e_above_lowest_kj_mol": 236.6,
  "gap_ev": 9.211,
  "energy_ha": -710.3754,
  "smiles": "C/C=N/CC.C=C=PCC",
  "elements": ["C", "C", "C", "C", "C", "C", "C", "C", "N", "P", "H", "H", "H", "H", "H", "H", "H", "H", "H", "H", "H", "H", "H", "H", "H", "H"],
  "coordinates": [[-2.845, 3.455, -1.731], [-2.554, 2.610, -0.778], [1.293, -2.677, 1.775], [2.508, 0.743, -0.969], [-2.354, -1.208, -0.009], [2.090, -1.629, 1.055], [2.164, 0.702, 0.530], [-1.651, 0.088, -0.321], [1.478, -0.534, 1.024], [-2.566, 1.556, 0.442], [-3.803, 3.558, -2.213], [1.846, -3.521, 2.443], [0.631, -2.234, 2.446], [0.544, -3.190, 1.073], [1.725, 1.080, -1.610], [3.491, 1.159, -1.097], [2.625, -0.292, -1.387], [-2.104, -1.575, 0.999], [-3.397, -1.123, -0.035], [-2.207, -1.954, -0.760], [3.057, -1.836, 0.584], [-2.104, 4.145, -2.227], [3.077, 0.659, 1.112], [1.478, 1.476, 0.977], [-1.767, 0.296, -1.391], [-0.658, 0.245, 0.067]]
}

---

{
  "formula": "C13H19N8PdS",
  "method": "ωB97M-V/def2-TZVPD",
  "largest_force_ev_per_a": 2.6,
  "lumo_ev": [-5.00, -5.09],
  "gap_ev": [6.515, 6.467],
  "energy_ha": -1470.6441,
  "charge": 1,
  "elements": ["Pd", "N", "C", "S", "N", "N", "C", "C", "C", "C", "C", "C", "N", "H", "H", "H", "H", "H", "H", "H", "C", "N", "C", "N", "C", "N", "C", "N", "C", "C", "H", "H", "H", "H", "H", "H", "H", "H", "H", "H", "H", "H"],
  "coordinates": [[0.185, -0.412, 0.188], [1.327, 0.206, 4.384], [1.168, 0.124, 3.062], [-0.454, -0.194, 2.507], [2.230, 0.305, 2.302], [2.098, 0.226, 1.008], [3.010, 0.550, 0.154], [2.713, 0.482, -1.263], [3.722, 0.572, -2.225], [3.381, 0.587, -3.566], [2.039, 0.530, -3.918], [1.098, 0.388, -2.911], [1.415, 0.356, -1.624], [0.523, 0.116, 4.983], [2.213, 0.485, 4.774], [3.990, 0.896, 0.479], [4.753, 0.620, -1.913], [4.144, 0.644, -4.327], [1.728, 0.589, -4.948], [0.043, 0.303, -3.144], [0.484, -3.305, 0.796], [0.347, -4.731, 0.607], [-1.075, -5.062, 0.547], [-1.722, -4.359, -0.554], [-1.581, -2.930, -0.371], [-0.147, -2.556, -0.324], [0.482, -2.989, -1.593], [0.345, -4.416, -1.780], [0.972, -5.106, -0.656], [-1.076, -4.755, -1.800], [1.551, -3.042, 0.843], [-0.011, -3.015, 1.733], [-1.553, -4.780, 1.488], [-1.187, -6.138, 0.401], [-2.060, -2.633, 0.571], [-2.060, -2.416, -1.215], [1.549, -2.727, -1.571], [-0.003, -2.468, -2.428], [2.033, -4.843, -0.622], [0.877, -6.183, -0.801], [-1.182, -5.834, -1.932], [-1.560, -4.246, -2.637]]
}